(1)
Computed, not measured: 2 unconnected molecules or ions with the total composition C5H14N2O at a distorted geometry, with ωB97M-V/def2-TZVPD.

Cartesian coordinates (Å):
N 0.917 1.174 -1.215
C -0.385 1.888 -1.296
C -1.326 1.271 -0.137
C -0.336 0.631 0.854
C 0.988 0.479 0.134
C 1.324 -1.022 -0.201
N 2.243 -1.492 0.879
H 1.713 1.869 -1.208
H -0.156 2.989 -1.088
H -0.793 1.849 -2.206
H -1.903 0.473 -0.718
H -1.868 2.055 0.468
H -0.312 1.346 1.706
H -0.582 -0.315 1.232
H 1.837 0.834 0.743
H 0.252 -1.574 -0.276
H 1.934 -1.281 -1.099
H 2.483 -2.418 0.822
H 1.942 -1.412 1.801
H -3.062 -2.789 0.850
H -2.456 -1.874 -0.244
O -2.453 -2.681 0.199

Atomic forces in eV per Å
N 0.14 2.44 4.31
C 0.92 0.73 4.77
C 0.63 -0.53 -1.62
C 0.28 2.15 -0.18
C 0.53 -0.43 -1.76
C -0.14 -2.42 1.38
N -1.14 2.43 -1.94
H -0.48 -1.40 -1.24
H -0.03 -1.25 -0.27
H -1.57 -0.25 -3.68
H 0.03 1.34 1.30
H -0.08 -0.99 -1.52
H 0.64 -0.65 -0.44
H -0.88 -1.28 0.54
H -0.04 0.14 -0.75
H 2.30 1.04 0.12
H -0.93 0.84 0.17
H 0.89 -2.75 -0.96
H -1.08 0.79 1.78
H -2.91 0.13 2.66
H -0.76 1.93 -0.64
O 3.68 -2.01 -2.03

Results
Maximum force, eV Å⁻¹: 4.96
Frontier orbital gap (alpha / beta), eV: 10.536 / 5.197
HOMO level (alpha / beta), eV: -13.73 / -13.43
Multiplicity: 2
Charge: +1
⟨S²⟩: 0.755
Relative energy (zero: lowest compared OMol25 entry of this formula, charge and spin), kcal/mol: 64.6

Löwdin atomic charge list, values in e, 6 entries: atom 1 (N): 0.203, atom 2 (C): -0.084, atom 3 (C): -0.096, atom 4 (C): -0.154, atom 5 (C): -0.262, atom 6 (C): -0.161


(2)
Computed, not measured: a single C2H6N2 molecule at a distorted geometry, with ωB97M-V/def2-TZVPD.

Cartesian coordinates (Å):
H 0.140 -1.529 -2.288
N -0.185 -0.511 -2.031
C 0.304 -0.356 -0.861
N 0.341 0.746 -0.058
C -0.272 0.400 1.189
H 0.600 -1.235 -0.307
H -0.064 1.650 -0.380
H -1.277 0.140 1.156
H 0.467 -0.385 1.568
H -0.054 1.081 2.011

Atomic forces in eV per Å
H -1.25 2.36 0.26
N 1.69 -1.74 -0.41
C -0.83 -0.82 -1.05
N -1.13 2.31 -0.38
C 4.27 -0.74 2.53
H 0.67 -0.22 0.32
H 0.56 -1.25 -0.57
H -1.76 -0.76 -0.02
H -1.77 -0.04 -0.26
H -0.45 0.90 -0.42

Results
Maximum force, eV Å⁻¹: 5.01
Frontier orbital gap, eV: 10.518
HOMO level, eV: -9.48
SMILES: [H]/N=C/NC
Relative energy (zero: lowest compared OMol25 entry of this formula, charge and spin), kcal/mol: 39.3

Löwdin atomic charge list, values in e, 6 entries: atom 1 (H): 0.077, atom 2 (N): 0.056, atom 3 (C): -0.402, atom 4 (N): -0.083, atom 5 (C): -0.141, atom 6 (H): 0.103


(3)
Computed, not measured: 12 unconnected molecules or ions with the total composition C31H57Cl22NO5 at a distorted geometry, with ωB97M-V/def2-TZVPD.

Cartesian coordinates (Å):
C 3.003 1.604 -4.500
C 1.920 1.770 -5.669
C 1.186 3.107 -5.392
C 0.241 3.596 -6.534
N -0.540 2.536 -7.191
C -1.255 1.748 -6.318
C -2.014 2.019 -5.232
C -2.284 3.371 -4.623
O -2.787 4.307 -5.578
O -2.637 5.594 -5.036
C -2.494 0.680 -4.765
O -3.306 0.423 -3.955
O -1.884 -0.376 -5.458
C -1.266 0.252 -6.537
O -0.864 -0.396 -7.425
H 3.939 2.097 -4.850
H 2.592 2.172 -3.648
H 3.138 0.545 -4.241
H 1.198 0.945 -5.506
H 2.355 1.691 -6.673
H 0.686 3.094 -4.406
H 1.974 3.883 -5.296
H 0.882 4.050 -7.311
H -0.376 4.420 -6.142
H 0.060 1.902 -7.718
H -3.063 3.283 -3.836
H -1.327 3.712 -4.125
H -2.583 5.515 -4.067
Cl -1.039 4.642 -2.374
C -1.738 4.122 -0.813
C -0.717 3.438 0.061
Cl -0.226 1.860 -0.598
H -2.585 3.471 -1.024
H -2.110 5.019 -0.318
H -1.143 3.251 1.047
H 0.176 4.046 0.186
Cl -1.666 1.080 2.895
C -1.423 1.734 4.539
C -0.994 3.179 4.515
Cl 0.656 3.381 3.862
H -0.686 1.109 5.051
H -2.375 1.640 5.061
H -0.983 3.575 5.530
H -1.670 3.789 3.918
Cl 3.070 -1.248 7.970
C 3.084 -0.110 6.598
C 2.127 1.040 6.803
Cl 0.427 0.508 6.744
H 2.848 -0.669 5.694
H 4.101 0.270 6.510
H 2.257 1.776 6.008
H 2.293 1.537 7.757
Cl 1.741 -3.920 4.670
C 1.049 -4.434 6.229
C 2.073 -5.099 7.114
Cl 2.586 -6.684 6.478
H 0.207 -5.093 6.022
H 0.668 -3.536 6.716
H 1.645 -5.279 8.100
H 2.960 -4.481 7.235
Cl 6.916 1.268 -5.563
C 7.081 2.397 -6.934
C 6.136 3.569 -6.824
Cl 4.435 3.078 -7.035
H 6.917 1.837 -7.852
H 8.111 2.752 -6.928
H 6.359 4.292 -7.601
H 6.226 4.068 -5.861
Cl -1.711 -2.069 5.169
C -2.569 -3.039 3.943
C -3.816 -2.352 3.444
Cl -5.082 -2.265 4.699
H -2.793 -4.012 4.381
H -1.875 -3.189 3.116
H -4.236 -2.914 2.610
H -3.607 -1.340 3.104
Cl 7.778 -9.608 5.732
C 6.437 -10.150 6.772
C 5.634 -8.994 7.316
Cl 6.556 -8.029 8.496
H 6.855 -10.757 7.573
H 5.798 -10.785 6.159
H 4.752 -9.369 7.836
H 5.302 -8.328 6.522
Cl -4.968 -8.564 3.164
C -4.712 -7.898 4.797
C -4.271 -6.457 4.760
Cl -2.623 -6.270 4.097
H -3.984 -8.527 5.306
H -5.663 -7.979 5.326
H -4.252 -6.051 5.772
H -4.946 -5.847 4.162
Cl 4.881 5.445 -9.065
C 3.975 6.957 -8.803
C 4.213 7.534 -7.429
Cl 3.509 6.524 -6.141
H 2.921 6.745 -8.972
H 4.307 7.665 -9.561
H 3.742 8.514 -7.360
H 5.275 7.650 -7.220
Cl -0.592 9.889 -6.754
C -2.178 9.093 -6.587
C -3.160 9.930 -5.803
Cl -2.713 10.065 -4.083
H -2.018 8.122 -6.122
H -2.556 8.930 -7.596
H -4.145 9.468 -5.838
H -3.241 10.936 -6.210
Cl -6.812 -8.519 7.387
C -7.887 -9.899 7.735
C -7.556 -11.102 6.887
Cl -7.944 -10.838 5.170
H -8.913 -9.572 7.584
H -7.758 -10.142 8.790
H -8.144 -11.957 7.218
H -6.502 -11.363 6.959

Atomic forces in eV per Å
C -0.67 0.64 -1.40
C -0.19 -0.20 2.16
C 0.48 0.36 -0.81
C 1.11 0.60 0.14
N 0.03 -0.76 1.10
C -0.18 -0.01 -0.22
C 0.33 -0.41 -0.85
C 0.06 -0.86 0.41
O 0.28 -1.25 -0.14
O 0.26 1.24 0.19
C 0.27 0.43 -0.16
O -1.02 0.00 1.36
O 0.06 1.91 -0.64
C -0.73 -0.18 1.52
O 1.04 -0.35 -1.66
H -0.61 -0.68 0.67
H 0.37 -0.45 -0.06
H 0.21 0.43 -0.04
H 0.29 0.25 -0.45
H -0.17 0.05 0.30
H 0.10 -0.32 -0.45
H -0.41 -0.21 -0.04
H -0.35 -0.25 0.21
H -0.17 -0.48 -0.37
H -0.08 0.39 -0.24
H 0.50 -0.15 -0.10
H -1.41 -0.50 -1.53
H -0.20 -0.26 -0.17
Cl 0.53 0.83 1.54
C -0.15 0.03 0.31
C 0.03 0.04 0.12
Cl 0.02 0.01 -0.06
H 0.11 -0.04 -0.09
H 0.09 0.01 -0.02
H -0.05 -0.03 -0.06
H -0.01 -0.03 -0.08
Cl 0.00 0.04 -0.09
C -0.03 -0.15 0.04
C -0.20 0.00 0.14
Cl 0.04 0.01 -0.06
H -0.49 0.37 -0.68
H 0.00 0.06 -0.04
H 0.04 -0.07 0.00
H 0.08 -0.03 -0.05
Cl -0.04 -0.05 0.00
C 0.05 0.05 -0.15
C 0.25 0.12 -0.05
Cl 0.41 -0.29 0.76
H -0.07 -0.03 0.08
H -0.04 0.04 0.06
H -0.03 -0.09 -0.05
H -0.07 -0.11 0.03
Cl 0.01 0.00 -0.05
C -0.12 0.06 0.13
C -0.01 0.14 0.15
Cl 0.03 -0.05 -0.03
H 0.08 -0.02 -0.06
H 0.07 0.00 0.00
H -0.05 -0.01 -0.06
H -0.01 -0.04 -0.10
Cl -0.02 -0.03 -0.01
C 0.06 0.04 -0.04
C 0.12 -0.09 0.12
Cl 0.38 -0.08 -0.09
H -0.08 -0.01 0.07
H -0.04 0.04 0.04
H 0.07 -0.06 0.01
H -0.07 -0.10 0.02
Cl 0.04 0.07 0.14
C -0.13 -0.03 -0.04
C 0.12 0.03 -0.21
Cl -0.02 0.00 0.05
H 0.07 0.53 -0.05
H -0.02 0.04 0.01
H 0.03 -0.05 0.06
H -0.01 0.00 0.11
Cl 0.03 0.00 0.02
C -0.09 -0.09 0.02
C -0.15 -0.06 -0.05
Cl 0.02 0.03 -0.01
H 0.05 0.09 -0.01
H -0.02 0.08 -0.01
H 0.05 -0.03 0.00
H 0.09 0.02 0.03
Cl 0.04 -0.01 -0.02
C -0.09 0.02 0.05
C -0.15 0.03 0.15
Cl 0.07 -0.55 -0.07
H 0.03 0.03 -0.07
H 0.17 0.08 -0.23
H 0.03 -0.05 -0.01
H 0.06 -0.05 -0.06
Cl -0.16 0.44 -0.48
C -0.05 0.18 -0.08
C -0.01 0.16 -0.04
Cl 0.02 -0.03 0.02
H 0.04 -0.06 0.08
H 0.04 0.00 0.06
H -0.05 -0.05 -0.03
H -0.02 -0.09 -0.03
Cl 0.08 0.04 0.02
C -0.13 -0.18 -0.02
C -0.10 -0.02 -0.13
Cl 0.03 0.02 0.01
H 0.01 0.06 0.05
H -0.03 0.07 0.03
H 0.07 -0.07 0.00
H 0.10 -0.01 0.06
Cl -0.14 0.00 0.23
C -0.12 -0.14 0.13
C -0.02 -0.10 0.06
Cl 0.06 0.04 -0.01
H 0.07 0.03 -0.10
H 0.07 -0.01 -0.04
H -0.04 0.07 0.02
H -0.02 0.08 -0.04

Results
Maximum force, eV Å⁻¹: 2.18
Frontier orbital gap, eV: 9.076
HOMO level, eV: -9.08
SMILES: CCCCNC1=C(COO)C(=O)OC1=O.ClCCCl.ClCCCl.ClCCCl.ClCCCl.ClCCCl.ClCCCl.ClCCCl.ClCCCl.ClCCCl.ClCCCl.ClCCCl

Löwdin atomic charge list, values in e, 6 entries: atom 1 (C): -0.105, atom 2 (C): -0.260, atom 3 (C): -0.204, atom 4 (C): -0.162, atom 5 (N): 0.085, atom 6 (C): -0.146


(4)
Computed, not measured: 12 unconnected molecules or ions with the total composition C48H72O24 at a distorted geometry, with ωB97M-V/def2-TZVPD.

Cartesian coordinates (Å):
O 3.638 5.311 2.925
C 3.180 4.263 3.237
C 2.374 3.869 4.464
C 2.795 2.416 4.697
C 3.132 1.954 3.288
O 3.457 3.152 2.536
H 2.478 4.571 5.280
H 1.319 3.851 4.160
H 3.702 2.463 5.305
H 2.036 1.781 5.140
H 3.935 1.239 3.112
H 2.251 1.554 2.770
O 1.483 1.800 0.418
C 0.781 0.831 0.439
C -0.550 0.649 -0.236
C -0.849 -0.862 -0.163
C 0.251 -1.375 0.818
O 1.143 -0.290 1.076
H -1.216 1.198 0.444
H -0.639 1.105 -1.217
H -1.834 -1.119 0.216
H -0.739 -1.296 -1.157
H -0.221 -1.802 1.699
H 0.799 -2.136 0.273
O -1.642 -4.174 -2.403
C -2.709 -3.799 -2.784
C -3.860 -3.376 -1.892
C -4.827 -2.712 -2.881
C -4.452 -3.476 -4.150
O -3.030 -3.635 -4.091
H -4.288 -4.198 -1.318
H -3.493 -2.685 -1.135
H -5.895 -2.875 -2.700
H -4.760 -1.632 -2.919
H -4.973 -4.436 -4.185
H -4.789 -2.928 -5.031
O -0.688 4.047 -1.705
C 0.380 4.488 -1.430
C 1.707 3.951 -1.934
C 2.735 4.726 -1.078
C 1.959 6.019 -0.769
O 0.608 5.495 -0.567
H 1.874 2.890 -1.773
H 1.883 4.196 -2.983
H 3.198 4.317 -0.180
H 3.637 4.893 -1.688
H 2.287 6.465 0.169
H 1.966 6.801 -1.532
O -3.930 3.631 0.968
C -2.924 3.920 1.480
C -2.503 5.230 2.093
C -1.395 4.798 3.017
C -0.777 3.672 2.213
O -1.910 3.026 1.567
H -2.205 5.872 1.260
H -3.370 5.675 2.576
H -0.731 5.618 3.287
H -1.711 4.348 3.962
H -0.127 4.055 1.424
H -0.301 2.920 2.835
O -3.786 -0.350 1.504
C -4.892 -0.342 1.019
C -6.039 0.608 1.274
C -6.945 0.404 0.055
C -6.490 -0.955 -0.527
O -5.234 -1.251 0.077
H -6.544 0.271 2.187
H -5.783 1.645 1.458
H -7.996 0.249 0.306
H -6.917 1.216 -0.667
H -7.168 -1.774 -0.288
H -6.445 -0.903 -1.610
O -4.026 1.346 -5.913
C -3.691 1.420 -4.790
C -2.282 1.369 -4.212
C -2.531 1.466 -2.710
C -3.961 1.968 -2.577
O -4.620 1.573 -3.796
H -1.973 0.363 -4.499
H -1.677 2.161 -4.632
H -2.270 0.593 -2.116
H -1.853 2.247 -2.340
H -4.391 1.528 -1.683
H -4.060 3.052 -2.507
O 3.457 -6.769 -3.332
C 3.449 -5.776 -2.697
C 2.271 -4.951 -2.213
C 2.938 -3.810 -1.409
C 4.280 -3.718 -2.140
O 4.599 -5.080 -2.480
H 1.866 -4.471 -3.109
H 1.517 -5.539 -1.705
H 2.326 -2.912 -1.519
H 3.062 -3.906 -0.335
H 4.258 -3.117 -3.053
H 5.033 -3.324 -1.458
O 4.196 -1.202 0.145
C 4.936 -0.304 0.320
C 4.808 1.160 -0.098
C 5.848 1.841 0.800
C 6.902 0.744 0.771
O 6.123 -0.447 0.958
H 5.079 1.209 -1.151
H 3.797 1.502 0.127
H 6.095 2.807 0.361
H 5.635 2.013 1.851
H 7.558 0.672 -0.105
H 7.630 0.797 1.585
O 0.909 -4.361 0.965
C 1.106 -5.399 1.531
C 0.662 -5.733 2.947
C 0.965 -7.218 3.135
C 1.932 -7.535 1.920
O 1.734 -6.451 0.997
H 1.310 -5.171 3.624
H -0.378 -5.474 3.112
H 1.537 -7.433 4.031
H 0.148 -7.921 2.999
H 2.957 -7.419 2.266
H 1.706 -8.480 1.450
O -0.715 2.152 5.148
C -1.097 1.062 4.880
C -1.524 0.503 3.528
C -2.282 -0.750 3.985
C -1.532 -1.170 5.262
O -1.088 0.086 5.792
H -2.098 1.176 2.890
H -0.641 0.226 2.943
H -3.340 -0.596 4.152
H -2.053 -1.539 3.264
H -2.247 -1.670 5.910
H -0.695 -1.843 5.089
O 0.349 0.606 -6.054
C 1.061 0.505 -5.132
C 2.583 0.447 -5.151
C 2.875 -0.272 -3.846
C 1.638 0.000 -2.962
O 0.592 0.301 -3.891
H 2.961 -0.081 -6.018
H 3.000 1.455 -5.156
H 2.962 -1.351 -3.980
H 3.805 -0.051 -3.315
H 1.418 -0.955 -2.484
H 1.738 0.777 -2.207

Atomic forces in eV per Å
O -0.08 1.34 -0.44
C 0.18 -1.08 0.99
C -0.82 -0.35 -0.72
C 0.94 0.45 0.07
C -1.06 0.18 -1.22
O 0.45 -0.41 -0.08
H 0.18 -0.02 0.14
H 0.03 0.25 0.07
H -0.10 -0.44 0.15
H -0.02 0.10 0.25
H 0.11 0.11 0.49
H 0.08 -0.13 0.29
O 0.47 0.76 0.25
C -0.37 -0.77 -1.02
C -0.69 -0.30 1.06
C 0.62 0.56 0.06
C -0.79 -0.46 -1.78
O 0.03 0.03 0.71
H -0.19 0.04 -0.37
H 0.46 0.05 0.19
H -0.12 0.27 -0.04
H 0.08 -0.21 0.10
H 0.49 0.24 0.37
H 0.29 -0.18 0.57
O 0.41 -0.10 -0.25
C 0.04 0.09 0.59
C -0.34 0.87 0.14
C -0.78 -1.07 0.24
C -0.81 1.15 -0.32
O -0.34 -0.37 0.02
H 0.02 -0.25 -0.34
H 0.16 0.00 -0.09
H 0.15 -0.29 0.31
H 0.69 0.20 -0.36
H 0.34 -0.19 0.16
H 0.66 -0.03 -0.20
O -1.08 0.14 0.19
C 1.34 -0.93 -0.16
C 1.41 0.33 1.01
C 1.05 1.10 -1.36
C 0.24 -0.92 0.88
O -0.23 0.98 -0.27
H -0.72 -0.12 -0.12
H -0.31 -0.03 -0.02
H -0.98 -0.59 0.23
H -0.29 0.41 -0.03
H -0.22 -0.02 0.02
H -0.16 -0.33 -0.20
O -2.95 -0.71 -1.33
C 2.15 0.41 0.68
C -0.92 -0.21 0.23
C 0.58 0.18 0.44
C 0.19 -0.03 -0.39
O 0.48 0.36 0.42
H 0.30 0.08 0.16
H 0.03 0.11 -0.01
H 0.29 -0.17 -0.22
H -0.52 0.23 -0.09
H 0.17 -0.22 0.09
H 0.20 0.02 -0.10
O -0.79 -0.06 -0.09
C 0.97 0.48 -0.04
C -0.82 -0.27 -0.09
C -0.75 -0.80 0.16
C -0.60 0.52 0.15
O 0.38 0.08 -0.23
H 0.09 -0.12 -0.06
H 0.58 -0.01 -0.17
H 0.06 0.45 0.24
H 0.35 -0.01 -0.04
H -0.07 0.06 0.18
H 0.55 -0.06 -0.06
O -0.48 -0.30 -1.87
C 0.33 0.59 1.49
C -1.58 -1.12 0.30
C 1.40 1.69 0.06
C 0.22 -0.29 -0.09
O -0.06 -0.18 0.54
H 0.67 0.35 -0.18
H 0.24 -0.15 -0.14
H -0.61 -0.35 -0.41
H -0.29 -0.18 0.15
H -0.65 -0.12 -0.17
H 0.26 -0.03 0.11
O -0.14 -1.67 -0.35
C -0.09 1.60 -0.05
C 0.67 0.50 0.62
C -0.63 0.32 -0.89
C -0.05 -0.04 1.03
O 0.25 0.38 0.07
H -0.30 -0.36 0.00
H -0.09 -0.01 -0.04
H 0.24 0.15 -0.05
H 0.06 -0.63 -0.04
H -0.09 -0.07 -0.01
H 0.19 -0.12 -0.28
O -1.15 -1.36 -0.26
C 0.99 1.64 -0.02
C -0.68 -0.29 1.59
C 0.72 0.03 -1.25
C 1.14 0.32 0.85
O 0.45 -0.39 -0.21
H -0.11 0.33 -0.08
H -0.09 -0.06 -0.50
H 0.53 -0.07 0.12
H -0.81 -0.08 -0.16
H -0.64 -0.02 -0.40
H -0.36 -0.03 0.22
O 0.21 -0.32 -0.15
C -0.74 -0.05 0.65
C 0.37 -0.63 0.29
C 1.10 -0.67 -1.45
C -0.43 1.56 1.36
O 0.12 -0.13 -0.89
H -0.25 0.26 -0.01
H 0.01 0.22 -0.04
H -0.39 -0.08 0.28
H -0.44 0.37 0.49
H 0.18 -0.59 -0.22
H 0.22 -0.07 -0.26
O 0.34 1.53 0.33
C 0.25 -0.88 -1.28
C -0.72 -0.31 0.57
C 1.75 -1.03 -0.87
C -1.16 0.72 -0.72
O 0.06 -0.64 1.14
H -0.03 0.06 0.39
H 0.16 0.01 0.28
H -0.09 0.00 -0.11
H -0.95 -0.01 -0.16
H 0.27 0.23 0.58
H 0.24 0.19 -0.09
O -1.54 0.56 -1.91
C 1.74 -0.62 0.64
C 0.20 0.01 0.76
C 0.48 -0.23 0.81
C 0.55 -0.95 -0.48
O -0.20 0.11 0.99
H -0.19 0.03 -0.20
H -0.13 0.08 -0.06
H -0.30 -0.05 -0.34
H -0.07 0.52 -0.21
H -0.44 0.27 0.31
H 0.03 0.17 -0.16

Results
Maximum force, eV Å⁻¹: 3.31
Frontier orbital gap, eV: 9.855
HOMO level, eV: -9.60
SMILES: O=C1CCCO1.O=C1CCCO1.O=C1CCCO1.O=C1CCCO1.O=C1CCCO1.O=C1CCCO1.O=C1CCCO1.O=C1CCCO1.O=C1CCCO1.O=C1CCCO1.O=C1CCCO1.O=C1CCCO1
Relative energy (zero: lowest compared OMol25 entry of this formula, charge and spin), kcal/mol: 38.3

Löwdin atomic charge list, values in e, 6 entries: atom 1 (O): 0.126, atom 2 (C): -0.502, atom 3 (C): -0.056, atom 4 (C): -0.125, atom 5 (C): -0.131, atom 6 (O): -0.009


> Among the records above, which one has the highest maximum force?

C2H6N2